Entry from the OMol25 dataset: a structure of composition C26H65CaO18V2 in a non-equilibrium geometry (ωB97M-V/def2-TZVPD).

E, eV: -134679.71742
Lowest unoccupied orbital energy, Ha: -0.1880
Multiplicity: 1
Charge: +1
Kohn-Sham gap, eV: 6.38

The geometry in XYZ format:
```
112
C26H65CaO18V2 ωB97M-V/def2-TZVPD
O 0.508 -0.038 0.019
V -0.747 -1.089 0.012
O -1.367 -1.159 1.528
O 1.436 -2.619 -4.247
V 0.024 -3.341 -3.913
O 0.376 -4.874 -3.863
Ca -4.155 -0.777 -2.125
C -1.650 -2.772 -1.749
O -2.449 -2.135 -1.112
O -1.968 -3.562 -2.608
O -0.506 -2.361 -1.724
O -0.989 2.135 -2.437
C -1.712 1.074 -2.184
O -2.020 0.649 -1.075
O -2.212 0.481 -3.202
H -1.010 2.354 -1.503
C 5.208 -4.745 0.154
C 4.234 -3.552 0.344
C 3.294 -3.359 -0.891
O 3.416 -3.905 1.448
H 4.648 -5.660 -0.038
H 5.583 -5.039 1.134
H 6.062 -4.442 -0.452
H 4.768 -2.627 0.564
H 2.962 -2.325 -0.993
H 2.481 -4.077 -0.993
H 3.950 -3.490 -1.751
H 3.700 -3.360 2.186
C 3.807 0.880 0.956
C 4.927 1.320 -0.039
C 5.777 2.540 0.312
O 5.851 0.229 -0.288
H 3.055 1.658 1.088
H 4.310 0.790 1.919
H 3.264 0.038 0.528
H 4.489 1.588 -1.000
H 5.054 3.251 0.711
H 6.422 2.927 -0.477
H 6.399 2.474 1.204
H 6.660 0.580 -0.668
C -3.350 4.607 -2.310
C -3.556 4.525 -0.827
C -4.780 3.736 -0.317
O -2.355 4.020 -0.305
H -3.366 3.586 -2.691
H -2.423 4.996 -2.731
H -4.185 4.942 -2.926
H -3.523 5.477 -0.298
H -4.679 3.466 0.734
H -5.172 2.974 -0.991
H -5.556 4.502 -0.343
H -1.610 4.484 -0.694
C 2.347 0.772 -5.673
C 1.572 0.840 -4.370
C 2.509 0.612 -3.189
O 1.077 2.178 -4.372
H 2.761 -0.235 -5.641
H 3.051 1.604 -5.722
H 1.767 0.724 -6.595
H 0.798 0.081 -4.264
H 1.888 0.650 -2.294
H 3.345 1.311 -3.165
H 2.865 -0.418 -3.178
H 0.454 2.217 -3.643
C 1.116 6.275 0.400
C 1.090 5.087 -0.521
C 1.122 3.785 0.304
O -0.105 5.168 -1.311
H 2.053 6.166 0.946
H 0.244 6.444 1.033
H 1.241 7.225 -0.119
H 1.860 5.223 -1.280
H 0.228 3.717 0.925
H 1.974 3.756 0.983
H 1.190 2.837 -0.229
H 0.074 5.995 -1.764
C -6.809 -1.021 1.280
C -5.740 0.028 1.019
C -4.397 -0.395 1.561
O -5.677 0.164 -0.386
H -6.734 -1.143 2.360
H -6.562 -1.962 0.787
H -7.855 -0.770 1.108
H -6.001 1.001 1.435
H -4.144 -1.348 1.096
H -4.382 -0.546 2.640
H -3.642 0.359 1.338
H -6.442 0.608 -0.758
C 0.068 -1.902 5.113
C -0.857 -1.263 6.089
C -1.863 -0.358 5.281
O -1.681 -2.174 6.722
H 0.973 -2.316 5.558
H 0.490 -1.232 4.365
H -0.384 -2.781 4.652
H -0.318 -0.604 6.770
H -2.434 -1.006 4.616
H -1.303 0.295 4.611
H -2.546 0.150 5.962
H -2.426 -2.357 6.145
C -1.603 -4.432 1.470
C -0.057 -4.422 1.303
C 0.488 -5.566 0.439
O 0.512 -3.132 0.912
H -2.158 -3.535 1.746
H -2.009 -5.289 2.008
H -2.021 -4.606 0.478
H 0.233 -4.610 2.337
H 0.436 -5.269 -0.609
H 0.032 -6.551 0.532
H 1.512 -5.706 0.784
H 1.457 -3.300 0.898
```